1.
{
  "formula": "C5H9N",
  "method": "wB97M-V/def2-TZVPD",
  "orbital_gap_ev": 8.2778,
  "max_force_ev_per_a": 7.25,
  "relative_energy_kcal_mol": 127.9,
  "symbols": ["C", "C", "C", "N", "C", "C", "H", "H", "H", "H", "H", "H", "H", "H", "H"],
  "xyz": [[1.7313, 0.3576, 0.0128], [-1.0271, 0.0294, -0.5602], [-0.0888, 0.4132, 0.5555], [1.9005, -0.2466, -1.2594], [-1.8754, -0.2214, 0.6431], [-2.8654, -0.5780, 1.2758], [1.6701, -1.2305, -1.2750], [1.4005, 0.2329, -1.9937], [2.3455, -0.1517, 0.7583], [2.0358, 1.4045, -0.0301], [-0.7765, -0.9158, -1.0396], [-1.3689, 0.8423, -1.2013], [0.4722, -0.4388, 1.0578], [-0.1982, 1.4394, 0.9095], [-3.3555, -0.9364, 2.1464]]
}


2.
{
  "formula": "C4H3Cl2N",
  "method": "wB97M-V/def2-TZVPD",
  "smiles": "C/C(Cl)=C(\\Cl)C#N",
  "orbital_gap_ev": 10.4287,
  "max_force_ev_per_a": 6.14,
  "relative_energy_kcal_mol": 67.8,
  "symbols": ["C", "C", "Cl", "C", "Cl", "C", "N", "H", "H", "H"],
  "xyz": [[0.0005, -0.0584, -0.0937], [-0.0165, 1.4146, -0.3840], [-1.4283, 2.2680, -0.8737], [1.1144, 2.1296, -0.3055], [2.6657, 1.8413, 0.0763], [1.0062, 3.8702, -0.9367], [0.9835, 4.8646, -1.5125], [0.9599, -0.0783, 0.2791], [-0.1338, -0.7151, -0.9478], [-0.7260, -0.5922, 0.5969]]
}


3.
{
  "formula": "C22H27N3O3S",
  "method": "wB97M-V/def2-TZVPD",
  "smiles": "CCOC(=O)Nc1ccc2c(c1)N(C(=O)CCN(CC)CC)c1ccccc1S2",
  "orbital_gap_ev": 8.4655,
  "max_force_ev_per_a": 0.71,
  "relative_energy_kcal_mol": 34.9,
  "symbols": ["C", "C", "O", "C", "O", "N", "C", "C", "C", "C", "C", "C", "N", "C", "O", "C", "C", "N", "C", "C", "C", "C", "C", "C", "C", "C", "C", "C", "S", "H", "H", "H", "H", "H", "H", "H", "H", "H", "H", "H", "H", "H", "H", "H", "H", "H", "H", "H", "H", "H", "H", "H", "H", "H", "H", "H"],
  "xyz": [[8.0759, 0.5099, 0.8904], [7.3627, -0.7609, 0.4525], [5.9683, -0.7148, 0.7593], [5.1867, -0.0459, -0.1169], [5.5782, 0.4660, -1.1315], [3.9033, -0.0755, 0.3474], [2.7600, 0.4869, -0.2176], [2.7840, 1.1989, -1.4158], [1.6224, 1.7678, -1.8959], [0.4215, 1.6032, -1.2208], [0.3735, 0.8425, -0.0557], [1.5556, 0.3277, 0.4617], [-0.8390, 0.6636, 0.6391], [-1.3113, -0.5596, 1.0737], [-2.1788, -0.6508, 1.9098], [-0.7679, -1.7685, 0.3412], [-1.5686, -1.9380, -0.9674], [-2.9764, -2.0952, -0.6997], [-3.8602, -1.5203, -1.6935], [-3.9625, -0.0056, -1.5406], [-3.3680, -3.4174, -0.2469], [-4.3597, -3.3083, 0.9077], [-1.6067, 1.8398, 0.8325], [-2.1831, 2.1419, 2.0585], [-2.9763, 3.2683, 2.1947], [-3.1819, 4.1159, 1.1199], [-2.5825, 3.8434, -0.0962], [-1.7998, 2.7096, -0.2392], [-1.0514, 2.3793, -1.8156], [7.9194, 0.6842, 1.9523], [7.6934, 1.3601, 0.3310], [9.1406, 0.4130, 0.6990], [7.7382, -1.6317, 0.9934], [7.4831, -0.9097, -0.6252], [3.7794, -0.5595, 1.2264], [3.7122, 1.3188, -1.9470], [1.6358, 2.3447, -2.8071], [1.5282, -0.2068, 1.4010], [-0.9256, -2.6362, 0.9814], [0.2871, -1.6834, 0.0939], [-1.1459, -2.7957, -1.5226], [-1.4246, -1.0465, -1.5816], [-3.5436, -1.7740, -2.7214], [-4.8513, -1.9495, -1.5372], [-4.7744, 0.3785, -2.1532], [-3.0455, 0.4874, -1.8505], [-4.1548, 0.2416, -0.4996], [-3.8012, -4.0125, -1.0681], [-2.4793, -3.9474, 0.1026], [-4.5695, -4.2908, 1.3238], [-3.9361, -2.6700, 1.6780], [-5.2940, -2.8648, 0.5740], [-2.0310, 1.4764, 2.8911], [-3.4337, 3.4819, 3.1485], [-3.8021, 4.9927, 1.2262], [-2.7229, 4.4953, -0.9446]]
}


4.
{
  "formula": "C7H14N",
  "method": "wB97M-V/def2-TZVPD",
  "smiles": "C=C/C(=C/C)CC[NH3+]",
  "orbital_gap_ev": 8.8889,
  "max_force_ev_per_a": 3.13,
  "relative_energy_kcal_mol": 36.6,
  "charge": 1,
  "symbols": ["C", "C", "C", "C", "C", "C", "C", "N", "H", "H", "H", "H", "H", "H", "H", "H", "H", "H", "H", "H", "H", "H"],
  "xyz": [[-2.2306, 1.2898, 1.1451], [-1.7749, 0.4492, 0.2028], [-0.4413, -0.1704, 0.3902], [-0.3564, -1.4155, 0.8650], [0.8083, -2.2538, 1.2979], [0.8025, 0.7554, 0.1532], [1.6613, 0.4086, -1.0451], [0.8749, 0.7829, -2.3640], [-1.6850, 1.3226, 2.0782], [-3.1348, 1.8801, 1.0611], [-2.3839, 0.1464, -0.6294], [-1.3178, -1.8447, 1.1222], [1.6860, -1.6338, 1.5421], [0.6598, -2.9385, 2.1236], [1.2160, -2.6803, 0.3595], [0.2458, 1.6672, -0.0615], [1.3365, 0.8619, 1.0898], [1.8694, -0.6255, -1.2889], [2.4704, 1.1396, -0.9385], [1.4023, 1.4740, -2.9086], [0.7891, 0.0183, -3.0277], [-0.0438, 1.1931, -2.1943]]
}


5.
{
  "formula": "C28H28IrN10O4S3",
  "method": "wB97M-V/def2-TZVPD",
  "spin_multiplicity": 2,
  "orbital_gap_ev": [6.7174, 5.9808],
  "max_force_ev_per_a": 1.37,
  "relative_energy_kcal_mol": 48.3,
  "charge": 2,
  "symbols": ["Ir", "N", "C", "N", "C", "N", "N", "C", "C", "C", "C", "C", "C", "N", "C", "C", "C", "C", "C", "C", "H", "H", "H", "H", "H", "H", "H", "H", "H", "H", "H", "O", "C", "O", "H", "S", "C", "N", "C", "C", "C", "N", "H", "H", "H", "H", "H", "H", "H", "H", "N", "C", "C", "C", "C", "C", "C", "S", "O", "O", "N", "C", "S", "C", "C", "N", "H", "H", "H", "H", "H", "H", "H", "H"],
  "xyz": [[0.5012, -0.6453, -0.5478], [0.0747, -3.9431, 2.1493], [0.2159, -3.2337, 1.0512], [0.1305, -1.9164, 1.0216], [-0.1731, -1.2307, 2.2053], [-0.3448, 0.0381, 2.1822], [-0.2106, 0.5607, 0.9161], [-0.4688, 1.8077, 0.7919], [-0.4391, 2.3626, -0.5365], [-0.7666, 3.6774, -0.8013], [-0.8543, 4.0782, -2.1285], [-0.6447, 3.1351, -3.1137], [-0.3005, 1.8320, -2.7592], [-0.1643, 1.4606, -1.4924], [-0.2956, -1.9794, 3.4427], [-0.5361, -1.3567, 4.6713], [-0.6485, -2.1208, 5.8115], [-0.5275, -3.5105, 5.7444], [-0.2890, -4.1425, 4.5407], [-0.1736, -3.3645, 3.3971], [0.1958, -4.9450, 2.0668], [0.4254, -3.7589, 0.1405], [-0.7682, 2.3648, 1.6717], [-0.9632, 4.3616, 0.0131], [-1.1084, 5.0989, -2.3798], [-0.7425, 3.3845, -4.1608], [-0.1546, 1.0702, -3.5081], [-0.6274, -0.2805, 4.7076], [-0.8319, -1.6442, 6.7643], [-0.6197, -4.1004, 6.6462], [-0.1948, -5.2198, 4.4858], [0.6299, -0.8529, -3.9531], [1.6476, -0.4629, -3.4225], [1.8108, -0.1232, -2.1726], [2.5606, -0.2521, -4.0044], [2.5300, -0.1420, 0.6749], [3.9002, 0.0551, -0.4056], [4.5880, 1.1796, -0.2748], [5.8024, 1.4788, -1.0415], [6.4830, 0.1799, -1.4307], [5.4757, -0.7470, -2.0859], [4.3137, -0.8941, -1.2084], [4.2340, 1.8483, 0.3896], [6.4478, 2.1004, -0.4250], [5.5259, 2.0527, -1.9282], [6.9033, -0.2999, -0.5451], [7.3029, 0.3845, -2.1165], [5.8966, -1.7384, -2.2394], [5.1533, -0.3686, -3.0589], [3.6739, -1.6533, -1.4149], [1.6177, -8.0830, 1.2764], [1.6481, -7.0572, 0.3808], [2.6540, -6.0760, 0.4464], [2.6771, -5.0335, -0.4592], [1.6943, -4.9404, -1.4412], [0.6862, -5.9012, -1.5151], [0.6593, -6.9428, -0.6130], [1.6278, -3.5455, -2.4938], [2.9287, -2.9301, -2.4909], [0.9828, -3.9317, -3.7072], [0.6224, -2.5110, -1.6848], [-0.6562, -2.3260, -2.1263], [-1.6519, -2.9789, -3.3443], [-2.8554, -1.7913, -2.9623], [-2.4495, -0.9661, -1.9853], [-1.2088, -1.3111, -1.4880], [2.4331, -8.2803, 1.8296], [1.0032, -8.8611, 1.1117], [3.4416, -6.1655, 1.1851], [3.4706, -4.2980, -0.4156], [-0.0597, -5.8435, -2.2981], [-0.1080, -7.7030, -0.6921], [-3.7914, -1.7775, -3.4953], [-3.0010, -0.1421, -1.5614]]
}